Record 1
# C21H35BCdO2P2

C21H35BCdO2P2 as an isolated structure (ωB97M-V with the def2-TZVPD basis set, OMol25).

XYZ file:
```
62
Properties=species:S:1:pos:R:3:forces:R:3
P 0.163385 2.440814 -1.170220 2.705 0.627 -2.690
P -2.084657 0.006674 -0.762586 -0.295 0.360 -3.084
C -1.706742 2.696898 -1.641813 0.781 -0.442 0.167
C -2.675504 1.776316 -0.879643 -0.672 0.342 0.360
H -1.800693 2.638613 -2.731184 -0.090 -0.163 0.268
H -1.854841 3.752673 -1.375018 -0.155 -0.263 0.094
H -2.874254 2.161990 0.129490 -0.019 0.154 -0.324
H -3.644776 1.739665 -1.393805 0.097 0.140 0.192
C -2.384362 -0.077666 -2.647520 0.094 -0.417 -0.169
H -2.309437 -1.124261 -2.952365 0.021 0.068 -0.110
H -1.713100 0.512443 -3.279262 -0.219 -0.209 0.414
H -3.407930 0.267800 -2.844071 0.103 -0.199 0.121
C -3.593844 -1.048812 -0.461175 0.312 -0.456 0.285
H -3.904910 -1.606900 -1.365784 0.162 0.535 0.400
H -4.414970 -0.456572 -0.061602 -0.154 -0.218 0.018
H -3.255903 -1.797389 0.276809 -0.528 0.223 -0.096
C 0.821934 3.964760 -2.007824 -0.424 0.616 0.369
H 1.838670 4.240084 -1.693568 -0.325 -0.322 -0.007
H 0.168220 4.809542 -1.776213 0.016 0.060 0.026
H 0.818803 3.846793 -3.098120 -0.090 -0.042 0.406
C -0.202453 2.956561 0.572690 0.030 0.082 0.768
H -1.145297 2.547052 0.960065 0.385 0.075 -0.174
H -0.338546 4.048286 0.525188 0.142 -0.230 0.142
H 0.595124 2.698404 1.287110 -0.360 0.237 -0.322
Cd -2.342809 0.340329 1.913074 -0.143 0.010 1.074
C 0.509276 -0.058147 -2.517421 -0.557 -0.898 -1.181
C 0.668482 1.306721 -2.941414 -1.541 0.144 0.019
C 1.959310 1.608785 -3.716672 1.001 -0.105 0.296
C 3.265255 1.461619 -2.893846 0.034 -0.354 -0.691
C 3.138711 1.891280 -1.507008 2.137 1.050 -0.657
C 2.041281 1.699129 -0.689708 -2.949 -1.449 3.717
C 1.772925 0.164920 -0.321203 -0.086 0.035 -0.488
C 1.335611 -0.715646 -1.529656 0.982 -0.464 1.185
C -0.416042 -0.188190 4.436167 0.251 -0.184 -0.045
H -0.100055 -0.761192 -3.110216 0.279 0.581 0.258
H -0.176354 1.570306 -3.579702 0.066 0.086 -0.328
H 1.962623 2.611084 -4.157479 -0.191 -0.105 0.090
H 2.053705 0.896000 -4.564240 -0.394 0.360 0.313
H 3.610837 0.407261 -2.885506 -0.117 0.131 -0.299
H 4.071264 2.038355 -3.375590 -0.188 -0.271 0.011
H 4.073686 2.144421 -0.989011 -0.315 0.315 -0.298
H 2.229134 2.178756 0.288207 0.117 -0.180 -0.298
H 1.039375 0.042441 0.484396 -0.220 0.447 -0.131
H 2.690144 -0.258264 0.107187 0.006 0.124 -0.146
H 2.273166 -1.086401 -2.005746 -0.375 -0.217 0.182
H 0.741504 -1.580978 -1.162203 0.712 0.205 -0.039
H -1.408109 0.284262 4.380964 0.555 -0.013 0.471
H 0.337477 0.402419 3.919396 -0.128 0.343 -0.019
H -0.058615 -0.338706 5.476429 -0.423 0.234 -0.374
O 0.479698 -2.150109 2.901692 -0.347 0.478 -0.390
B -0.448909 -1.600588 3.796592 0.036 -0.868 0.064
O -1.263864 -2.612969 4.311925 -0.605 0.508 -0.165
C -0.738407 -3.790636 3.878595 2.239 -0.079 -0.557
C -0.764322 -4.974039 4.592060 0.001 -0.415 0.056
C 0.318464 -5.864034 4.498353 -0.643 0.268 -0.355
C 1.325960 -5.638620 3.561808 -0.022 0.342 -0.342
C 1.325965 -4.466848 2.778677 -0.185 -0.108 -0.126
C 0.326842 -3.513954 2.978476 -0.333 -0.962 2.062
H -1.582535 -5.136597 5.274967 0.083 -0.026 0.371
H 0.381649 -6.701719 5.193075 -0.134 0.093 -0.367
H 2.150241 -6.356247 3.482857 -0.318 0.400 -0.077
H 2.123517 -4.247974 2.082143 0.196 -0.015 0.146
```
Positions in Å, forces in eV/Å.

The highest occupied orbital energy (alpha / beta) is -6.006 / -6.166 eV. For the HOMO-LUMO gap (alpha / beta), the calculation gives 6.3 / 6.6 eV. The value obtained for the energy relative to the best compared isomer or geometry (same formula, charge and spin) is 273.0 kJ/mol. The total charge is 0.

Record 2
# C27H41CdN2O4S6Sb

C27H41CdN2O4S6Sb as an isolated structure (ωB97M-V with the def2-TZVPD basis set, OMol25).

XYZ file:
```
82
Properties=species:S:1:pos:R:3:forces:R:3
Cd 1.767909 -0.335721 -1.098315 0.036 -0.073 0.183
C 2.445754 3.680475 0.204924 -0.079 -0.150 -0.038
C 1.900111 3.602928 -1.225066 -0.203 -0.130 -0.019
C 1.652253 5.000922 -1.780091 -0.055 -0.065 0.111
O 2.834500 3.000120 -2.098888 0.090 0.088 0.151
C 0.538975 2.820125 -1.154683 0.215 0.179 -0.093
O -0.437378 3.464800 -0.743912 -0.139 -0.100 0.053
O 0.514068 1.600631 -1.513197 0.461 -0.209 0.181
H 3.385343 4.237904 0.220187 -0.010 0.014 -0.008
H 2.643471 2.671432 0.577131 0.046 -0.012 0.035
H 1.711994 4.158902 0.857236 0.013 0.048 -0.024
H 2.525759 5.631854 -1.597451 0.031 -0.013 -0.071
H 0.774244 5.431214 -1.302185 0.025 0.041 -0.021
H 1.482562 4.932089 -2.855431 -0.016 0.032 -0.008
H 3.266642 2.251919 -1.652389 -0.005 -0.128 -0.078
S 5.976259 -1.488835 -3.129173 -0.018 -0.009 0.040
Sb 5.510796 -1.624251 -0.893462 -0.294 -0.154 0.053
S 4.082916 0.338369 -0.394706 -0.029 0.090 0.246
S 2.132982 -2.727799 -1.849417 -0.625 0.112 -0.381
S 3.643040 -3.342511 -0.613640 0.622 0.332 0.221
C -0.712498 0.940086 5.934155 -0.254 0.051 -0.048
C -1.871698 1.268795 4.992715 0.152 -0.070 -0.124
C -1.622352 0.915239 3.521844 0.164 0.219 0.209
C -0.499209 1.707729 2.844640 -0.257 -0.325 0.035
N 0.844809 1.249168 3.214611 0.343 0.035 -0.237
C 1.472162 0.257905 2.509156 -0.845 -0.169 0.103
S 0.619174 -0.851324 1.567497 -0.037 0.244 -0.341
N 2.787931 0.128510 2.664752 1.050 0.137 -0.593
C 3.578796 0.811474 3.659862 -0.054 0.073 0.293
C 3.324234 0.258914 5.071507 0.208 -0.147 -0.147
C 3.980477 -1.101415 5.347127 -0.137 0.068 -0.076
C 3.528938 -2.223441 4.410420 0.044 0.079 0.122
H -0.988386 1.164100 6.967811 0.054 -0.034 0.017
H 0.171398 1.520203 5.680688 0.089 -0.021 0.043
H -0.455773 -0.118335 5.864012 0.082 -0.001 0.011
H -2.099265 2.338256 5.069271 -0.079 -0.015 0.009
H -2.760106 0.723765 5.327589 -0.028 0.078 0.020
H -2.543808 1.102076 2.964001 0.038 -0.047 -0.066
H -1.385324 -0.143141 3.420212 -0.078 -0.075 -0.031
H -0.576575 2.761112 3.125354 0.093 0.017 -0.028
H -0.609706 1.631302 1.761280 0.002 0.084 -0.005
H 1.476393 1.989074 3.487462 -0.101 0.000 0.067
H 3.305038 -0.152335 1.801265 -0.437 -0.144 0.353
H 3.410176 1.899852 3.660682 0.085 -0.028 -0.085
H 4.623628 0.653732 3.385103 -0.021 0.100 -0.034
H 2.244749 0.166205 5.220837 0.007 0.098 0.053
H 3.708950 0.987000 5.793946 -0.098 -0.007 0.030
H 3.743593 -1.377739 6.380663 0.060 0.009 -0.004
H 5.068376 -0.990156 5.289747 0.009 -0.008 0.029
H 2.440949 -2.241392 4.326099 -0.014 -0.031 -0.058
H 3.858721 -3.196103 4.781215 0.026 0.013 0.007
H 3.929583 -2.095216 3.407478 -0.054 -0.044 -0.060
O -0.708093 -0.915446 -1.632460 0.275 0.272 0.644
S -0.875115 -1.927076 -2.692740 -0.838 -0.045 -0.699
C -1.356812 -0.926095 -4.191704 0.140 -0.336 0.428
C -2.434032 0.054615 -3.886524 -0.213 0.170 0.052
C -2.184302 1.123158 -3.020122 0.035 -0.054 -0.129
C -3.206695 2.003021 -2.697183 -0.129 0.121 0.008
C -4.481260 1.832096 -3.221872 0.037 -0.041 -0.029
C -4.730046 0.782674 -4.096405 -0.080 0.026 -0.041
C -3.711962 -0.100065 -4.423188 0.094 -0.049 -0.031
C -2.531070 -2.662652 -2.292761 0.645 0.137 -0.090
C -2.961252 -3.644985 -3.327914 -0.017 -0.145 -0.154
C -2.091032 -4.663269 -3.725540 -0.051 0.047 0.067
C -2.476673 -5.577707 -4.692636 0.010 -0.029 -0.030
C -3.729439 -5.485322 -5.283567 -0.045 -0.042 -0.003
C -4.595881 -4.470756 -4.903423 -0.019 -0.027 -0.001
C -4.212915 -3.556896 -3.932835 0.035 -0.005 0.077
H -1.615722 -1.640600 -4.973698 -0.003 0.047 -0.079
H -0.414149 -0.431879 -4.431235 0.028 -0.064 -0.056
H -1.198014 1.263341 -2.589132 -0.026 0.028 0.036
H -2.995888 2.837942 -2.040592 0.102 -0.068 0.083
H -5.277829 2.518212 -2.958755 0.011 0.026 -0.017
H -5.712747 0.663080 -4.539121 -0.007 -0.036 0.030
H -3.899456 -0.915519 -5.112673 -0.026 -0.024 -0.012
H -3.232869 -1.844073 -2.137595 0.027 0.031 -0.018
H -2.305196 -3.138077 -1.336375 -0.104 0.001 0.031
H -1.109220 -4.725985 -3.268155 -0.011 -0.049 -0.022
H -1.797281 -6.367868 -4.986568 0.020 0.015 0.004
H -4.035692 -6.209720 -6.028440 0.027 0.023 -0.028
H -5.575046 -4.393840 -5.361090 0.004 0.006 0.009
H -4.889892 -2.768785 -3.626158 0.003 0.028 -0.028
```
Positions in Å, forces in eV/Å.

The highest occupied orbital energy is -1.124 eV. For the HOMO-LUMO gap, the calculation gives 5.0 eV. The value obtained for the energy relative to the best compared isomer or geometry (same formula, charge and spin) is 98.6 kJ/mol. The total charge is -2.

Record 3
# C3H6N6O3

One molecule with the formula C3H6N6O3 (ωB97M-V with the def2-TZVPD basis set, OMol25).

XYZ file:
```
18
Properties=species:S:1:pos:R:3:forces:R:3
O 2.174440 -2.034367 0.510261 -1.058 -0.574 -0.335
N 1.025554 -2.192221 0.145671 1.475 1.312 0.267
N 0.541225 -1.101478 -0.525253 -1.769 -2.055 0.223
C -0.906753 -1.011886 -0.599685 -0.078 -1.612 0.975
N -1.356106 -0.080942 0.469401 0.631 -0.138 -0.316
N -2.534206 0.538873 0.386827 -0.456 -1.018 -1.266
O -3.251458 0.046887 -0.486527 0.673 0.774 1.106
C -0.307609 0.508428 1.280506 -0.144 1.997 0.323
N 0.804019 0.988270 0.445918 0.103 -0.515 -1.115
N 0.951818 2.303047 0.320386 0.503 0.749 -0.437
O 1.689163 2.679344 -0.588969 -0.922 -1.002 1.013
C 1.186647 0.109788 -0.704862 1.822 1.625 0.747
H -1.155753 -0.585845 -1.555809 -0.546 -0.061 -0.385
H -1.322874 -2.060293 -0.430186 0.374 1.498 -0.464
H 0.069325 -0.192244 2.039617 -0.240 0.310 -0.234
H -0.712450 1.483647 1.690386 0.283 -1.442 0.125
H 0.820761 0.553986 -1.615946 -0.116 0.399 -0.389
H 2.284255 0.047007 -0.781739 -0.537 -0.246 0.160
```
Positions in Å, forces in eV/Å.

The highest occupied orbital energy is -9.903 eV. For the HOMO-LUMO gap, the calculation gives 9.6 eV. As for the SMILES: O=NN1CN(N=O)CN(N=O)C1. The value obtained for the energy relative to the best compared isomer or geometry (same formula, charge and spin) is 457.3 kJ/mol. The total charge is 0.

What E values result from the calculations? In sequence: -50252.52907, -115953.93596, -18284.32349 eV.
What strongest force on any atom values result from the calculations? In sequence: 0.0965, 0.0236, 0.0529 Eh/bohr.